1.
Here is a 5-piece molecular cluster, C19H51BN4O8 overall at a distorted geometry from the OMol25 dataset. Energies are from ωB97M-V/def2-TZVPD.

The geometry in XYZ format:
```
83
Properties=species:S:1:pos:R:3
C -1.4697 0.5654 -7.9418
O -0.0796 0.7432 -8.2439
C 0.6895 -0.2404 -7.7793
O 0.3696 -1.3590 -7.7247
C 2.0062 0.2378 -7.2555
B 1.7597 0.5545 -5.7017
O 1.7550 1.8804 -5.2950
O 1.5206 -0.5068 -4.8700
H -2.0319 1.3293 -8.4461
H -1.7903 -0.3803 -8.3515
H -1.6651 0.5642 -6.8814
H 2.3047 1.1309 -7.7844
H 2.7600 -0.5224 -7.3838
H 0.8804 2.2324 -5.5159
H 2.3170 -0.8942 -4.4879
C 3.9805 2.6642 -0.1990
O 3.7716 1.6064 -1.1140
C 2.9308 0.5660 -0.6488
C 1.4261 0.8423 -0.7889
C 0.8819 1.8012 0.2656
N 1.0775 1.3510 -2.1184
H 4.0073 2.3053 0.8344
H 3.2119 3.4338 -0.3031
H 4.9421 3.1210 -0.4338
H 3.1723 -0.3002 -1.2720
H 3.1916 0.2944 0.3828
H 0.9139 -0.1153 -0.6512
H 1.1482 2.8369 0.0562
H -0.2068 1.7507 0.2935
H 1.2545 1.5466 1.2609
H 1.3482 0.6705 -2.8224
H 1.6826 2.1462 -2.3083
C 4.7661 -0.1618 3.5015
O 3.8546 -0.9307 2.7366
C 3.7081 -2.2768 3.1487
C 2.7386 -2.4855 4.3212
C 3.3209 -2.0915 5.6753
N 1.4745 -1.7673 4.1156
H 5.6102 -0.7629 3.8495
H 4.2684 0.3069 4.3534
H 5.1466 0.6342 2.8607
H 3.3031 -2.8025 2.2795
H 4.6893 -2.7213 3.3586
H 2.5142 -3.5551 4.3638
H 3.3467 -1.0112 5.8175
H 2.7152 -2.5020 6.4823
H 4.3364 -2.4744 5.7941
H 1.0385 -2.1064 3.2622
H 1.7084 -0.7996 3.9036
C -2.9503 3.0483 -4.3479
O -3.2826 1.9797 -5.2176
C -4.3428 1.1520 -4.7750
C -5.7488 1.6942 -5.0736
C -6.1848 2.8178 -4.1389
N -5.8800 2.1530 -6.4603
H -3.0787 2.7710 -3.2987
H -3.5437 3.9374 -4.5733
H -1.9026 3.2987 -4.5142
H -4.2224 0.2116 -5.3206
H -4.2233 0.9169 -3.7097
H -6.4455 0.8633 -4.9292
H -5.7074 3.7660 -4.3844
H -7.2608 2.9732 -4.2146
H -5.9539 2.5779 -3.0989
H -5.6927 1.3753 -7.0875
H -5.1207 2.8049 -6.6409
C -1.9077 -4.5243 7.2737
O -1.3719 -3.6704 6.2813
C -1.9030 -2.3582 6.2640
C -1.2714 -1.3941 7.2809
C -1.7526 -1.6131 8.7124
N 0.1908 -1.4530 7.2523
H -2.9669 -4.3199 7.4552
H -1.3498 -4.4408 8.2096
H -1.8081 -5.5499 6.9176
H -1.6919 -1.9747 5.2628
H -2.9960 -2.3886 6.3702
H -1.5713 -0.3827 6.9901
H -1.2932 -2.4883 9.1711
H -1.4924 -0.7545 9.3316
H -2.8375 -1.7367 8.7511
H 0.5093 -1.2099 6.3167
H 0.4545 -2.4300 7.3500
```

Properties
SMILES string: COC(=O)CB(O)O.COC[C@@H](C)N.COC[C@@H](C)N.COC[C@@H](C)N.COC[C@@H](C)N
E_HOMO (eV): -8.9058
Calculated total energy (Eh): -1600.31155
2S+1: 1
HOMO-LUMO gap (eV): 9.289
LUMO (eV): 0.38
Charge: 0
Maximum force (eV Å⁻¹): 3.8


2.
Here is a 14-piece molecular cluster, C19H51BrN15O27 overall at a distorted geometry from the OMol25 dataset. Energies are from ωB97M-V/def2-TZVPD.

The geometry in XYZ format:
```
113
Properties=species:S:1:pos:R:3
C 1.0425 -0.3821 3.1993
C 0.5236 0.6794 2.1097
O 0.4676 0.2682 0.9273
N 0.1899 2.0529 2.4817
C -1.2909 2.2516 2.6502
C -1.9319 1.4051 3.8392
C -3.3159 0.6785 3.4865
C -3.3053 -0.1593 2.1324
N -3.0378 -1.6211 2.4001
Br -2.0659 -2.2855 0.8943
H 1.8443 -1.0642 2.7926
H 1.3563 0.2302 4.1029
H 0.1241 -0.9949 3.4909
H 0.4615 2.6690 1.7016
H -1.4164 3.3563 2.9362
H -1.8022 2.1340 1.6449
H -2.1250 2.1339 4.7021
H -1.2379 0.6116 4.2783
H -4.2217 1.3794 3.5298
H -3.5055 -0.0818 4.3282
H -2.5321 0.1713 1.3701
H -4.3569 -0.0757 1.6623
C 1.6046 6.5784 1.8469
N 0.9729 5.2434 2.0101
O 0.6947 4.8930 3.1359
O 0.7806 4.5964 0.9890
H 1.7137 7.0358 2.8274
H 2.5771 6.4267 1.3812
H 0.9512 7.1754 1.2125
C -1.8135 -0.9734 -3.0961
N -3.2211 -0.5451 -3.3027
O -3.7850 -0.9368 -4.3144
O -3.7112 0.1658 -2.4497
H -1.5120 -1.5994 -3.9332
H -1.2007 -0.0750 -3.0461
H -1.7715 -1.5326 -2.1630
C -6.3800 2.3418 6.2641
N -5.1301 2.7130 5.5528
O -5.2432 3.2921 4.4871
O -4.0822 2.4077 6.0906
H -7.2309 2.6730 5.6727
H -6.3850 1.2586 6.3745
H -6.3659 2.8384 7.2330
C 1.8679 3.8680 -2.1595
N 3.1260 4.2040 -2.8742
O 3.0301 4.7644 -3.9517
O 4.1681 3.8927 -2.3262
H 1.0235 4.2001 -2.7589
H 1.8443 2.7872 -2.0256
H 1.8870 4.3848 -1.2009
C 3.7617 7.6477 -3.0802
N 3.5631 8.9891 -2.4717
O 2.4405 9.2725 -2.0931
O 4.5412 9.7093 -2.3958
H 2.8117 7.1198 -3.0825
H 4.1212 7.7978 -4.0965
H 4.4963 7.1181 -2.4754
C -2.1944 -4.8118 -5.7341
N -1.4269 -5.1143 -4.4985
O -1.6595 -6.1691 -3.9382
O -0.6188 -4.2799 -4.1365
H -2.8729 -5.6375 -5.9355
H -2.7485 -3.8903 -5.5590
H -1.4775 -4.6942 -6.5450
C 0.4379 -5.4499 0.3302
N 1.2094 -5.7566 1.5624
O 0.9825 -6.8199 2.1202
O 2.0149 -4.9248 1.9284
H -0.2379 -6.2769 0.1251
H -0.1198 -4.5320 0.5093
H 1.1528 -5.3254 -0.4816
C 5.4318 0.7924 -0.9259
N 5.2424 -0.4491 -1.7196
O 6.0968 -1.3146 -1.6221
O 4.2463 -0.5124 -2.4118
H 6.3569 0.7092 -0.3603
H 5.4808 1.6249 -1.6263
H 4.5776 0.8883 -0.2571
C -6.6802 3.2821 0.9296
N -7.6984 2.5347 1.7126
O -7.4996 1.3529 1.9081
O -8.6664 3.1685 2.1046
H -5.8810 2.5990 0.6485
H -7.1742 3.6821 0.0457
H -6.2997 4.0800 1.5654
C 6.6268 -3.5358 -3.6109
N 6.4348 -4.7752 -4.4088
O 7.2878 -5.6426 -4.3149
O 5.4372 -4.8354 -5.1007
H 7.5522 -3.6225 -3.0465
H 6.6767 -2.7015 -4.3082
H 5.7749 -3.4399 -2.9414
C -6.8942 7.1128 3.8720
N -6.6769 7.4130 2.4331
O -5.9807 6.6413 1.8014
O -7.2136 8.4121 1.9917
H -6.3594 6.1990 4.1237
H -6.5101 7.9555 4.4444
H -7.9651 6.9876 4.0226
C -0.7774 -9.0183 2.6606
N -1.7901 -9.7703 3.4475
O -1.5744 -10.9525 3.6572
O -2.7644 -9.1493 3.8268
H 0.0301 -9.6952 2.3917
H -1.2723 -8.6352 1.7702
H -0.4093 -8.2091 3.2861
C 8.9503 -8.0010 -6.1202
N 10.1319 -8.8745 -5.8964
O 10.8061 -8.6627 -4.9053
O 10.3402 -9.7422 -6.7253
H 8.8883 -7.2791 -5.3097
H 9.0911 -7.4974 -7.0752
H 8.0686 -8.6391 -6.1361
```

Properties
E_HOMO (eV): -2.4869
Calculated total energy (Eh): -6180.07092
2S+1: 1
HOMO-LUMO gap (eV): 3.430
LUMO (eV): 0.94
Charge: -1
Maximum force (eV Å⁻¹): 3.4


3.
Here is C19H52AgCl4O10S8 as an isolated structure at a distorted geometry from the OMol25 dataset. Energies are from ωB97M-V/def2-TZVPD.

The geometry in XYZ format:
```
94
Properties=species:S:1:pos:R:3
Ag 26.4840 29.1381 -0.7475
O 27.3286 28.5075 1.4634
C 27.8036 29.7604 1.8676
C 27.3475 31.1208 1.2979
O 27.0691 31.2978 -0.0683
H 28.9152 29.7490 1.7642
H 27.7315 29.7734 2.9761
H 28.0711 31.8495 1.7135
H 26.4302 31.5151 1.7813
C 26.3087 25.1619 0.3540
S 26.2035 24.7174 2.1429
O 25.7712 23.2774 2.2593
C 27.9875 24.8328 2.5019
H 25.3854 24.7523 -0.0588
H 27.0853 24.6039 -0.1723
H 26.3632 26.2427 0.2412
H 28.5124 24.1645 1.8206
H 28.0786 24.5921 3.5581
H 28.3278 25.8568 2.3575
C 29.6452 26.7075 -0.2644
S 29.0549 26.6195 -2.0088
O 27.7215 27.3155 -1.9400
C 30.1928 27.8733 -2.6541
H 29.4885 27.6566 0.2439
H 30.6850 26.3698 -0.1979
H 29.1181 25.8972 0.2377
H 29.7773 28.3762 -3.5331
H 31.1702 27.4944 -2.9538
H 30.3371 28.7523 -2.0197
C 29.3212 32.5878 0.8358
S 29.1406 33.1769 -0.8860
O 30.3627 32.6935 -1.6335
C 27.8592 31.9885 -1.4066
H 28.5150 32.9971 1.4469
H 30.2738 32.9373 1.2278
H 29.2320 31.5030 0.8670
H 28.2752 30.9890 -1.2781
H 27.5014 32.1033 -2.4277
H 26.9888 32.0348 -0.7425
C 22.0691 32.0632 4.6761
S 22.6663 33.4212 3.6368
O 22.2245 34.7028 4.2897
C 24.4295 33.2868 4.0363
H 20.9809 32.1303 4.7524
H 22.3862 32.2689 5.7025
H 22.3086 31.0406 4.3915
H 24.7690 32.2522 4.0658
H 24.5479 33.7409 5.0201
H 24.9659 33.8373 3.2690
C 30.4635 30.6637 5.7735
S 30.4065 29.3228 6.9892
O 29.7701 29.9279 8.2143
C 29.0424 28.4535 6.1799
H 30.6602 30.2646 4.7788
H 31.2944 31.2933 6.0947
H 29.5650 31.2748 5.7714
H 29.2490 28.2718 5.1240
H 28.1630 29.0957 6.2438
H 28.7554 27.5126 6.6444
C 23.9713 32.6160 -0.8271
S 22.2930 32.8404 -0.1087
O 22.1130 34.3294 0.0323
C 21.4131 32.2598 -1.5775
H 24.0240 33.1057 -1.7991
H 24.0990 31.5390 -0.9183
H 24.7543 33.0207 -0.1922
H 21.7331 32.7779 -2.4830
H 20.3383 32.3455 -1.4250
H 21.5725 31.1999 -1.7965
C 26.0395 32.2474 9.5916
S 25.3393 31.3671 8.1428
O 24.2107 32.1713 7.5681
C 26.7713 31.5718 7.0189
H 25.2285 32.1744 10.3173
H 26.3074 33.2828 9.3886
H 26.8971 31.7445 10.0393
H 27.6251 31.0968 7.5090
H 26.9669 32.6145 6.7737
H 26.5468 31.0212 6.1049
C 25.0660 35.3635 -1.3987
S 26.4099 35.6496 -0.1906
O 26.4135 37.1421 0.0070
C 25.7146 34.8636 1.2992
H 25.2977 36.0247 -2.2312
H 24.1250 35.6930 -0.9603
H 25.0818 34.3166 -1.6957
H 26.1089 35.3861 2.1709
H 26.2665 33.9179 1.3526
H 24.6305 34.7851 1.3293
C 28.7920 35.3078 4.9220
Cl 29.6389 36.3145 3.7480
Cl 29.0988 33.6001 4.6805
Cl 29.2791 35.7709 6.5635
Cl 27.0369 35.5382 4.7679
```

Properties
E_HOMO (eV): -3.0268
Calculated total energy (Eh): -6680.12199
2S+1: 1
HOMO-LUMO gap (eV): 4.820
LUMO (eV): 1.79
Charge: -1
Maximum force (eV Å⁻¹): 16.8


Question: Which formula does entry 2 have?
Answer: C19H51BrN15O27